Formula: C25H69O10P
Source: the Open Molecules 2025 dataset
Level of theory: the ωB97M-V functional and the def2-TZVPD basis

The orbital gap is 8.610 eV. The molar mass comes out at 560.791 g/mol. The strongest force on any atom comes out at 2.9 eV/A. The HOMO energy comes out at -8.0070 eV. Its SMILES is CCC[C@H](COCP(C)C)OC.CCO.CCO.CCO.CCO.CCO.CCO.CCO.CCO. The LUMO energy comes out at 0.60 eV.

```
! RIJCOSX wB97M-V def2-TZVPD def2/J DEFGRID3
* xyz 0 1
P 0.341 1.588 -0.368
O 1.148 2.756 2.120
O 10.982 0.567 -4.693
O 1.059 -2.703 -1.014
O 3.021 5.221 3.474
O -7.187 -1.689 3.450
O 6.016 0.879 -2.540
O 3.163 -3.185 -3.757
O -8.243 -5.677 2.544
O -3.400 -2.638 2.399
O -6.922 -0.282 -0.632
C 4.095 -0.991 -4.071
C 11.631 -0.590 -5.197
C -8.198 -0.906 -2.572
C -8.191 -6.704 3.523
C 0.739 3.088 0.745
C -4.450 -2.169 1.565
C -9.126 -2.986 4.031
C -6.843 -0.494 -2.034
C -3.963 -1.006 0.726
C 7.311 1.269 -2.974
C 0.161 8.433 1.454
C -7.617 -2.875 4.102
C 11.954 -1.539 -4.061
C 1.329 7.851 2.492
C 2.048 0.766 -0.823
C -7.657 -7.980 2.906
C 3.220 -2.084 -4.651
C 0.770 6.551 3.332
C 3.951 4.812 2.402
C 1.666 5.232 2.829
C 8.366 0.483 -2.224
C 0.833 3.832 3.072
C 0.041 -2.382 -0.078
C 0.091 -3.344 1.090
C -0.264 2.314 -2.054
H 0.202 -1.355 0.264
H 12.541 -0.282 -5.722
H -0.149 3.859 0.685
H 1.892 5.454 1.678
H 3.701 -0.650 -3.108
H -0.685 -3.108 1.824
H 7.382 1.078 -4.049
H 5.028 4.500 2.802
H 12.605 -1.055 -3.326
H -9.601 -2.123 4.509
H 11.041 -1.832 -3.534
H 3.629 -2.437 -5.602
H -7.606 -8.781 3.650
H -7.604 -0.937 3.904
H 2.241 0.938 -1.988
H -0.332 4.051 3.036
H -9.196 -6.854 3.929
H -6.092 -1.264 -2.231
H 9.370 0.768 -2.551
H 0.294 3.355 -2.207
H -9.473 -3.898 4.526
H -8.947 -0.136 -2.359
H 5.960 1.060 -1.586
H -0.602 7.575 1.218
H 2.031 -0.411 -0.641
H 1.068 -3.300 1.583
H -5.294 -1.873 2.195
H -8.156 -1.069 -3.652
H 1.058 3.505 4.197
H 7.428 2.344 -2.805
H -7.274 -2.849 5.141
H 10.963 -1.070 -5.918
H -8.542 -1.827 -2.089
H -6.513 0.438 -2.503
H 8.284 0.654 -1.146
H 2.277 7.600 1.816
H 1.677 8.751 3.183
H 4.066 5.610 1.541
H -0.346 6.348 3.008
H -8.832 -5.981 1.832
H -7.538 -6.369 4.334
H 8.234 -0.592 -2.387
H -0.353 9.397 1.886
H -3.111 -1.306 0.108
H -9.462 -2.999 2.989
H 2.940 1.257 -0.211
H 4.153 -0.136 -4.751
H 1.672 3.643 0.250
H -4.771 -2.995 0.924
H 0.769 6.684 4.497
H 0.709 8.690 0.433
H 5.107 -1.366 -3.886
H -6.657 -7.819 2.492
H 2.790 -2.863 -2.918
H 0.902 -3.613 -1.318
H -7.208 -1.117 -0.225
H 3.516 3.830 1.888
H -3.620 -0.185 1.364
H -7.146 -3.728 3.605
H -0.048 -4.375 0.750
H 11.587 0.990 -4.060
H -0.928 -2.429 -0.584
H 12.451 -2.439 -4.434
H 0.033 1.637 -2.967
H 2.203 -1.720 -4.827
H -1.409 2.555 -2.083
H -8.296 -8.307 2.079
H -4.759 -0.635 0.074
H -3.128 -1.899 2.970
*
```



Formula: CH8MnO7
Source: the Open Molecules 2025 dataset
Level of theory: the ωB97M-V functional and the def2-TZVPD basis

The orbital gap (alpha / beta) is 4.434 / 4.684 eV. The molar mass comes out at 187.006 g/mol. The strongest force on any atom comes out at 7.9 eV/A. The HOMO energy (alpha / beta) comes out at -5.5095 / -5.7713 eV. The value obtained for the energy above the lowest of the compared OMol25 structures with the same formula, charge and spin is 1.529 eV. The LUMO energy (alpha / beta) comes out at -1.08 / -1.09 eV.

```
! RIJCOSX wB97M-V def2-TZVPD def2/J DEFGRID3
* xyz 0 6
Mn -0.013 -0.020 -0.015
O 0.983 0.726 -1.781
O -2.039 0.255 -0.564
O 0.215 1.753 1.078
O 0.031 -1.855 -1.041
O 1.457 -0.793 1.232
O -3.490 0.621 0.974
O -1.708 -0.456 1.346
C -2.486 0.145 0.580
H 0.946 2.060 1.614
H -0.316 -1.842 -1.933
H 0.191 -2.782 -0.860
H 1.916 0.532 -1.872
H 1.843 -1.607 0.910
H 2.105 -0.447 1.846
H 0.762 1.219 -2.572
H -0.395 2.490 1.059
*
```



Formula: ClHN4
Source: the Open Molecules 2025 dataset
Level of theory: the ωB97M-V functional and the def2-TZVPD basis

The orbital gap (alpha / beta) is 8.481 / 8.509 eV. The molar mass comes out at 92.489 g/mol. The strongest force on any atom comes out at 3.4 eV/A. The HOMO energy (alpha / beta) comes out at -9.1863 / -9.1114 eV. The value obtained for the energy above the lowest of the compared OMol25 structures with the same formula, charge and spin is 8.063 eV. The LUMO energy (alpha / beta) comes out at -0.71 / -0.60 eV.

```
! RIJCOSX wB97M-V def2-TZVPD def2/J DEFGRID3
* xyz 0 1
Cl 5.237 -0.287 0.133
N 2.218 -0.022 -0.461
N 1.150 0.087 -0.137
N 4.264 0.900 -0.006
N 0.097 0.305 0.368
H -0.742 -0.095 -0.018
*
```



Which of these has the highest strongest force on any atom? CH8MnO7